[1]
Density functional theory data (ωB97M-V/def2-TZVPD) for a single C19H27N3O3 molecule.

XYZ file:
```
52
Properties=species:S:1:pos:R:3:nbo_charge:R:1
C -5.45 -0.31 0.41 -0.61
H -6.31 0.14 -0.08 0.22
C -4.30 0.69 0.48 -0.42
H -4.60 1.56 1.08 0.22
H -4.06 1.06 -0.52 0.21
C -3.04 0.08 1.11 0.01
C -2.48 -0.99 0.20 0.68
O -2.71 -2.18 0.37 -0.63
N -1.75 -0.53 -0.84 -0.42
C -1.24 0.78 -0.84 0.06
C -0.51 1.31 -1.90 -0.22
C 0.04 2.58 -1.81 -0.22
C -0.11 3.32 -0.65 -0.21
C -0.82 2.81 0.41 -0.27
C -1.40 1.55 0.32 0.34
O -2.08 1.08 1.41 -0.49
H -0.95 3.36 1.33 0.23
H 0.34 4.30 -0.57 0.22
H 0.59 2.97 -2.64 0.22
H -0.35 0.73 -2.79 0.23
C -1.32 -1.50 -1.84 -0.32
H -2.00 -2.35 -1.78 0.25
H -1.36 -1.06 -2.84 0.23
C 0.12 -1.94 -1.52 0.67
O 1.07 -1.63 -2.20 -0.63
N 0.17 -2.67 -0.39 -0.62
H -0.69 -2.85 0.11 0.42
C 1.41 -2.94 0.31 -0.23
H 1.43 -4.00 0.60 0.20
C 1.53 -2.05 1.55 -0.42
H 0.67 -2.24 2.19 0.20
C 1.61 -0.56 1.21 -0.22
N 2.94 -0.01 1.46 -0.44
C 3.96 -0.51 0.55 -0.23
C 3.82 0.28 -0.76 -0.45
H 4.77 0.38 -1.27 0.21
H 3.12 -0.21 -1.43 0.23
C 3.27 1.64 -0.29 -0.43
H 2.34 1.89 -0.81 0.21
H 3.98 2.45 -0.44 0.20
C 2.99 1.43 1.22 -0.23
H 2.08 1.91 1.56 0.20
H 3.83 1.82 1.81 0.19
H 3.88 -1.59 0.41 0.20
H 4.93 -0.30 1.01 0.19
H 0.93 0.00 1.86 0.20
H 1.29 -0.39 0.17 0.17
H 2.42 -2.33 2.12 0.22
H 2.21 -2.75 -0.40 0.22
H -3.30 -0.37 2.08 0.22
H -5.74 -0.62 1.41 0.21
H -5.16 -1.19 -0.15 0.22
```

- SMILES: CC[C@@H]1Oc2ccccc2N(CC(=O)NCCCN2CCCC2)C1=O
- HOMO level: -8.3 eV
- Energy above the lowest of the compared OMol25 structures with the same formula, charge and spin: 39.1 kcal/mol
- Kohn-Sham gap: 9.00 eV
- Molar mass: 345.443 u

[2]
Density functional theory data (ωB97M-V/def2-TZVPD) for a single C19H27N3O4 molecule.

XYZ file:
```
53
Properties=species:S:1:pos:R:3:nbo_charge:R:1
C -5.02 1.31 5.16 -0.63
C -4.00 1.21 4.07 0.01
C -3.34 0.01 3.82 -0.21
C -2.39 -0.07 2.83 -0.18
C -2.07 1.04 2.05 -0.11
C -2.72 2.25 2.31 -0.18
C -3.67 2.33 3.31 -0.22
H -4.16 3.27 3.51 0.21
H -2.47 3.14 1.75 0.21
C -1.04 0.88 1.00 0.64
O -0.20 -0.01 1.01 -0.64
N -1.05 1.83 0.03 -0.45
N -0.19 1.72 -1.06 -0.46
C -0.61 2.16 -2.26 0.66
O -1.68 2.74 -2.38 -0.64
C 0.34 1.93 -3.43 -0.31
C 0.18 0.50 -3.95 -0.40
H -0.87 0.30 -4.15 0.23
H 0.72 0.41 -4.89 0.21
C 0.70 -0.55 -2.96 -0.22
N 1.93 -0.09 -2.34 -0.48
C 2.56 -0.83 -1.38 0.91
O 3.66 -0.53 -0.94 -0.66
O 1.80 -1.86 -1.01 -0.53
C 2.22 -2.72 0.08 0.28
C 1.02 -3.66 0.27 -0.62
H 0.81 -4.19 -0.66 0.21
H 0.15 -3.08 0.54 0.22
H 1.23 -4.38 1.05 0.21
C 2.45 -1.91 1.36 -0.66
H 1.59 -1.28 1.55 0.25
H 2.60 -2.59 2.19 0.21
H 3.33 -1.29 1.25 0.24
C 3.47 -3.50 -0.32 -0.64
H 3.28 -4.07 -1.23 0.21
H 4.29 -2.82 -0.49 0.24
H 3.74 -4.19 0.47 0.21
C 2.65 0.95 -3.02 -0.22
C 1.82 2.23 -3.08 -0.41
H 1.87 2.75 -2.13 0.22
H 2.25 2.89 -3.84 0.22
H 2.91 0.62 -4.04 0.18
H 3.58 1.12 -2.47 0.25
H 0.87 -1.50 -3.48 0.20
H -0.04 -0.75 -2.17 0.22
H 0.00 2.61 -4.21 0.24
H 0.60 1.10 -0.91 0.44
H -1.86 2.40 -0.20 0.43
H -1.87 -1.00 2.63 0.23
H -3.58 -0.86 4.41 0.21
H -5.77 2.06 4.93 0.22
H -4.54 1.60 6.10 0.23
H -5.51 0.35 5.33 0.22
```

- SMILES: Cc1ccc(C(=O)NNC(=O)C2CCN(C(=O)OC(C)(C)C)CC2)cc1
- HOMO level: -8.9 eV
- Energy above the lowest of the compared OMol25 structures with the same formula, charge and spin: 18.9 kcal/mol
- Kohn-Sham gap: 9.55 eV
- Molar mass: 361.442 u

[3]
Density functional theory data (ωB97M-V/def2-TZVPD) for a molecular structure, C19H27N4NiO4S2Te in a non-equilibrium geometry.

XYZ file:
```
58
Properties=species:S:1:pos:R:3:nbo_charge:R:1
Ni -1.22 -0.31 -1.08 0.74
C -3.48 0.39 0.86 -0.23
C -2.42 -0.49 1.59 -0.24
N -1.63 -1.36 0.67 -0.69
C -2.38 -2.57 0.32 -0.23
C -2.84 -2.68 -1.18 -0.23
N -2.42 -1.50 -2.02 -0.67
C -3.58 -0.71 -2.58 -0.23
C -4.04 0.45 -1.65 -0.23
N -3.07 0.78 -0.54 -0.69
H -3.65 1.30 1.45 0.19
H -4.48 -0.03 0.72 0.17
H -2.85 -1.09 2.42 0.17
H -1.72 0.18 2.14 0.23
H -0.72 -1.52 1.16 0.45
H -3.23 -2.71 1.03 0.17
H -1.73 -3.43 0.57 0.20
H -3.95 -2.73 -1.21 0.17
H -2.50 -3.62 -1.62 0.19
H -1.84 -1.87 -2.82 0.40
H -4.43 -1.41 -2.85 0.16
H -3.27 -0.28 -3.55 0.23
H -4.98 0.18 -1.20 0.16
H -4.28 1.34 -2.18 0.21
H -2.77 1.76 -0.56 0.39
C 5.41 -3.01 -2.28 -0.63
C 4.18 -2.39 -1.67 -0.02
C 4.18 -2.47 -0.27 -0.25
C 3.23 -1.70 0.39 -0.16
C 2.30 -0.85 -0.30 -0.37
C 2.19 -0.99 -1.68 -0.11
C 3.16 -1.73 -2.39 -0.26
S 1.33 0.31 0.62 2.31
O 2.19 1.39 1.04 -0.99
O 0.80 -0.54 1.70 -1.03
N 0.15 0.78 -0.40 -1.06
C 0.59 2.05 -1.13 -0.34
C -0.18 2.02 -2.44 0.75
O 0.14 2.94 -3.23 -0.75
O -0.90 1.01 -2.74 -0.82
H 5.57 -2.90 -3.38 0.21
H 5.42 -4.13 -2.08 0.20
H 6.37 -2.70 -1.80 0.21
H 4.85 -3.16 0.25 0.21
H 3.22 -1.69 1.48 0.22
H 1.32 -0.61 -2.26 0.25
H 3.08 -1.84 -3.46 0.21
H 1.68 2.12 -1.25 0.22
H 0.24 2.93 -0.52 0.19
Te -1.43 4.38 2.88 0.31
C 0.28 4.44 3.96 -0.57
C 1.32 3.58 3.73 -0.23
C 2.37 3.70 4.65 -0.26
C 2.24 4.71 5.54 -0.39
S 0.75 5.55 5.25 0.40
H 1.26 2.85 2.91 0.28
H 3.21 3.03 4.66 0.23
H 2.94 4.86 6.32 0.23
```

- HOMO level (spin up / spin down): -2.9 / -2.1 eV
- 2S+1: 3
- Kohn-Sham gap (spin up / spin down): 5.18 / 2.37 eV
- Molar mass: 625.876 u
- Charge: -1
- ⟨S²⟩: 2.04

[4]
Density functional theory data (ωB97M-V/def2-TZVPD) for a molecular structure, C19H27N4ORhS3 in a non-equilibrium geometry.

XYZ file:
```
55
Properties=species:S:1:pos:R:3:nbo_charge:R:1
Rh -0.92 -0.21 0.08 1.04
N -3.03 0.64 -0.16 -0.78
C -4.01 -0.34 0.33 -0.24
C -3.70 -1.68 -0.32 -0.25
N -2.29 -2.06 -0.09 -0.39
C -2.13 -2.79 1.19 -0.24
C -0.83 -2.44 1.87 -0.25
N -0.85 -1.00 2.19 -0.75
C -1.73 -2.82 -1.23 -0.24
C -1.59 -1.96 -2.47 -0.25
N -0.79 -0.76 -2.14 -0.78
H -3.18 1.54 0.30 0.41
H -3.17 0.80 -1.15 0.40
H -5.04 -0.06 0.09 0.24
H -3.93 -0.40 1.41 0.20
H -3.88 -1.60 -1.39 0.22
H -4.37 -2.45 0.07 0.24
H -2.20 -3.87 1.03 0.24
H -2.95 -2.50 1.85 0.22
H 0.02 -2.63 1.22 0.23
H -0.71 -3.06 2.76 0.24
H 0.02 -0.72 2.65 0.42
H -1.61 -0.78 2.83 0.40
H -2.35 -3.69 -1.45 0.23
H -0.74 -3.18 -0.94 0.23
H -2.56 -1.64 -2.85 0.21
H -1.12 -2.56 -3.25 0.25
H -0.89 -0.04 -2.86 0.42
H 0.20 -0.99 -2.10 0.44
O 1.14 -0.14 -0.34 -0.73
C 1.91 1.03 -0.18 0.12
C 3.35 0.62 0.02 -0.25
C 3.82 -0.41 0.78 -0.23
C 5.23 -0.50 0.78 -0.25
C 5.80 0.48 0.02 -0.39
S 4.65 1.49 -0.72 0.51
C 1.39 1.71 1.06 -0.12
C 1.91 1.92 2.28 -0.23
C 0.93 2.36 3.24 -0.16
C -0.33 2.43 2.73 -0.44
S -0.32 2.09 1.04 0.52
C 1.76 1.95 -1.39 -0.26
C 1.51 3.29 -1.45 -0.24
C 1.38 3.78 -2.78 -0.25
C 1.52 2.80 -3.71 -0.39
S 1.84 1.28 -2.99 0.44
H 3.17 -1.09 1.33 0.22
H 5.80 -1.24 1.32 0.24
H 6.85 0.65 -0.14 0.26
H 2.95 1.76 2.53 0.27
H 1.17 2.62 4.26 0.26
H -1.23 2.76 3.22 0.26
H 1.45 3.93 -0.58 0.23
H 1.20 4.81 -3.03 0.25
H 1.49 2.89 -4.78 0.26
```

- HOMO level (spin up / spin down): -13.3 / -13.3 eV
- Energy above the lowest of the compared OMol25 structures with the same formula, charge and spin: 59.7 kcal/mol
- Kohn-Sham gap (spin up / spin down): 4.92 / 5.25 eV
- Molar mass: 526.559 u
- Charge: +2

[5]
Density functional theory data (ωB97M-V/def2-TZVPD) for a single C19H27NO molecule.

XYZ file:
```
48
Properties=species:S:1:pos:R:3:nbo_charge:R:1
C -3.82 -2.89 0.11 -0.25
O -3.29 -1.62 0.42 -0.52
C -4.03 -0.52 0.11 0.37
C -5.27 -0.55 -0.52 -0.32
C -5.95 0.63 -0.79 -0.20
C -5.40 1.84 -0.44 -0.24
C -4.17 1.88 0.19 -0.19
C -3.47 0.72 0.48 -0.08
C -2.13 0.76 1.14 -0.41
H -2.04 -0.07 1.84 0.21
H -2.00 1.70 1.68 0.22
C -1.00 0.65 0.10 -0.20
N 0.28 0.79 0.75 -0.64
H 0.39 0.05 1.44 0.35
C 1.43 0.85 -0.12 -0.03
C 2.67 1.33 0.65 -0.22
C 3.79 1.61 -0.34 -0.39
C 4.15 0.33 -1.10 -0.22
C 2.92 -0.18 -1.85 -0.39
C 1.79 -0.47 -0.85 -0.25
C 2.26 -1.53 0.15 -0.40
C 3.49 -1.02 0.90 -0.22
C 3.14 0.27 1.65 -0.41
H 2.37 0.08 2.39 0.20
H 4.02 0.64 2.18 0.21
C 4.61 -0.74 -0.10 -0.40
H 4.88 -1.65 -0.63 0.20
H 5.50 -0.39 0.43 0.20
H 3.82 -1.78 1.61 0.21
H 1.46 -1.76 0.86 0.20
H 2.50 -2.45 -0.38 0.21
H 0.92 -0.84 -1.39 0.21
H 3.17 -1.10 -2.39 0.20
H 2.59 0.56 -2.57 0.20
H 4.95 0.53 -1.81 0.21
H 4.67 1.98 0.19 0.20
H 3.48 2.38 -1.05 0.20
H 2.40 2.24 1.19 0.22
H 1.19 1.60 -0.89 0.19
H -1.12 -0.31 -0.44 0.17
H -1.10 1.46 -0.63 0.19
H -3.73 2.83 0.48 0.21
H -5.93 2.76 -0.65 0.21
H -6.91 0.58 -1.29 0.21
H -5.71 -1.49 -0.81 0.22
H -4.76 -3.07 0.63 0.18
H -3.07 -3.61 0.46 0.20
H -3.96 -3.02 -0.97 0.18
```

- SMILES: COc1ccccc1CCN[C@H]1[C@@H]2C[C@H]3C[C@@H](C2)C[C@@H]1C3
- HOMO level: -8.3 eV
- Energy above the lowest of the compared OMol25 structures with the same formula, charge and spin: 0.0 kcal/mol
- Kohn-Sham gap: 9.12 eV
- Molar mass: 285.431 u

[6]
Density functional theory data (ωB97M-V/def2-TZVPD) for 16 unconnected molecules or ions with the total composition C19H28BCl45NO in a non-equilibrium geometry.

XYZ file:
```
95
Properties=species:S:1:pos:R:3:mulliken_charge:R:1
C -2.12 3.00 2.95 -0.50
C -0.69 3.35 2.51 0.06
N 0.24 3.35 3.62 -0.42
B 1.69 3.70 3.18 0.62
O 2.16 2.65 2.18 -0.33
C 2.74 3.13 1.02 -0.17
C 1.74 3.57 -0.05 -0.66
H -2.80 3.09 2.12 -0.27
H -2.08 1.95 3.26 0.16
H -2.41 3.58 3.83 0.39
H -0.43 2.62 1.73 -0.07
H -0.66 4.35 2.06 0.22
H 0.24 2.42 4.05 0.01
H 2.39 3.61 4.19 -0.30
H 1.78 4.84 2.75 -0.33
H 3.50 3.91 1.19 0.24
H 3.29 2.28 0.57 0.00
H 1.28 2.69 -0.51 0.06
H 1.00 4.25 0.35 0.21
H 2.30 4.07 -0.84 0.33
C 3.44 1.38 -3.03 -0.32
Cl 3.09 0.00 -1.99 -0.10
Cl 1.94 2.05 -3.68 -0.04
Cl 4.35 2.61 -2.15 -0.09
H 4.05 1.04 -3.86 0.48
C -2.87 0.17 0.62 -0.09
Cl -2.16 1.60 -0.12 -0.07
Cl -4.27 0.59 1.60 -0.07
Cl -3.30 -1.02 -0.62 -0.08
H -2.12 -0.28 1.27 0.24
C -0.65 -2.71 -3.77 0.70
Cl -1.13 -2.98 -2.10 0.02
Cl -2.08 -2.51 -4.80 -0.16
Cl 0.43 -1.33 -3.91 0.02
H -0.11 -3.59 -4.12 -0.45
C -5.07 6.06 2.42 -0.07
Cl -3.82 7.29 2.18 -0.13
Cl -4.73 4.63 1.44 -0.09
Cl -5.22 5.64 4.12 -0.11
H -6.01 6.48 2.09 0.37
C -1.99 0.24 -7.23 -0.04
Cl -0.92 1.02 -6.06 0.05
Cl -2.83 1.43 -8.22 -0.14
Cl -1.08 -0.89 -8.24 -0.06
H -2.73 -0.32 -6.68 0.18
C 3.08 0.36 4.61 0.04
Cl 1.94 1.30 5.55 -0.13
Cl 3.82 -0.91 5.61 -0.22
Cl 2.31 -0.37 3.20 -0.11
H 3.86 1.02 4.26 0.29
C 2.15 -5.93 -2.16 0.48
Cl 2.13 -4.65 -0.95 -0.07
Cl 1.40 -7.40 -1.53 -0.11
Cl 1.34 -5.42 -3.65 -0.13
H 3.18 -6.15 -2.40 -0.21
C -4.68 -5.29 -1.16 0.00
Cl -3.69 -4.99 0.28 -0.11
Cl -3.82 -4.79 -2.61 -0.05
Cl -5.13 -7.00 -1.25 -0.14
H -5.58 -4.71 -1.07 0.29
C 4.78 -9.30 -3.51 0.01
Cl 4.89 -10.61 -2.33 -0.12
Cl 3.31 -9.45 -4.48 -0.11
Cl 4.84 -7.73 -2.71 -0.10
H 5.63 -9.38 -4.18 0.32
C -1.98 4.46 -4.78 0.03
Cl -2.32 5.93 -3.86 -0.13
Cl -2.11 4.77 -6.51 -0.12
Cl -0.38 3.83 -4.37 -0.03
H -2.71 3.72 -4.51 0.27
C -7.50 1.57 4.30 -0.15
Cl -6.83 2.84 3.27 -0.01
Cl -8.45 0.42 3.34 -0.14
Cl -6.22 0.74 5.18 -0.02
H -8.17 2.04 5.02 0.33
C 5.47 0.93 8.35 0.69
Cl 5.24 -0.14 9.74 -0.14
Cl 4.58 2.44 8.57 -0.12
Cl 7.18 1.24 8.08 -0.14
H 5.07 0.43 7.48 -0.27
C 6.57 -0.71 -1.29 0.68
Cl 7.53 -0.40 0.15 -0.13
Cl 7.41 -0.18 -2.74 -0.15
Cl 6.15 -2.43 -1.40 -0.12
H 5.65 -0.15 -1.21 -0.32
C -2.91 0.04 7.62 -0.03
Cl -3.60 1.60 8.06 -0.14
Cl -3.92 -0.77 6.41 -0.14
Cl -1.27 0.23 7.01 -0.03
H -2.88 -0.58 8.50 0.32
C -0.49 -4.79 -9.08 -0.05
Cl -0.94 -4.92 -7.38 -0.05
Cl -1.93 -4.70 -10.10 -0.13
Cl 0.56 -3.40 -9.35 -0.12
H 0.06 -5.68 -9.36 0.35
```

- HOMO level: -4.1 eV
- Energy above the lowest of the compared OMol25 structures with the same formula, charge and spin: 15.7 kcal/mol
- Kohn-Sham gap: 5.35 eV
- Molar mass: 1892.636 u
- Charge: -1

[7]
Density functional theory data (ωB97M-V/def2-TZVPD) for 3 unconnected molecules or ions with the total composition C19H28BrClF6NO6 in a non-equilibrium geometry.

XYZ file:
```
62
Properties=species:S:1:pos:R:3:nbo_charge:R:1
C -1.24 0.17 1.38 -0.62
C -0.95 -0.29 -0.16 0.11
C -2.07 0.47 -1.04 -0.64
C -1.21 -1.88 -0.20 -0.46
C -0.14 -2.72 -1.07 0.04
Cl 1.19 -3.41 -0.02 -0.03
C -1.00 -3.91 -1.78 -0.53
C -0.14 -4.71 -2.88 0.54
O 0.74 -5.55 -2.63 -0.49
Br -0.58 -4.29 -4.80 -0.07
C 0.35 -1.76 -2.26 -0.48
C 0.97 -0.36 -1.76 0.11
C 2.58 -0.57 -1.69 -0.62
C 0.75 0.70 -2.98 -0.63
N 0.45 0.13 -0.45 -0.04
O 1.25 -0.15 0.56 -0.34
H -0.74 -0.54 2.13 0.24
H -2.38 0.02 1.51 0.21
H -0.90 1.23 1.59 0.23
H -2.08 0.16 -2.14 0.21
H -3.10 0.31 -0.54 0.23
H -1.90 1.62 -0.99 0.23
H -1.31 -2.33 0.85 0.25
H -2.23 -2.03 -0.72 0.22
H -1.94 -3.49 -2.29 0.25
H -1.34 -4.67 -0.99 0.26
H 1.21 -2.31 -2.80 0.25
H -0.45 -1.60 -3.07 0.24
H 2.89 -1.39 -0.96 0.24
H 2.93 -0.92 -2.73 0.20
H 3.08 0.43 -1.51 0.22
H 1.65 1.40 -3.04 0.23
H 0.73 0.04 -3.93 0.21
H -0.23 1.26 -2.93 0.22
C 6.41 5.40 -1.28 -0.64
C 5.67 4.91 -2.51 -0.08
O 4.45 4.25 -2.14 -0.48
C 3.40 5.06 -1.88 0.69
O 3.44 6.26 -1.93 -0.53
C 2.16 4.24 -1.55 0.90
F 2.42 3.23 -0.69 -0.30
F 1.63 3.67 -2.65 -0.31
F 1.19 4.97 -0.98 -0.30
H 6.58 4.57 -0.58 0.22
H 7.38 5.82 -1.56 0.22
H 5.84 6.16 -0.75 0.22
H 6.28 4.17 -3.04 0.20
H 5.48 5.72 -3.21 0.20
C -4.03 -1.15 6.85 -0.64
C -3.95 -2.53 6.24 -0.08
O -4.54 -2.54 4.93 -0.48
C -3.76 -2.10 3.93 0.69
O -2.63 -1.70 4.07 -0.53
C -4.48 -2.21 2.59 0.90
F -5.75 -1.76 2.65 -0.31
F -4.55 -3.49 2.16 -0.31
F -3.88 -1.50 1.61 -0.31
H -5.06 -0.79 6.85 0.22
H -3.66 -1.16 7.88 0.22
H -3.45 -0.43 6.28 0.22
H -4.53 -3.23 6.85 0.20
H -2.92 -2.90 6.21 0.20
```

- HOMO level (spin up / spin down): -8.6 / -9.5 eV
- Energy above the lowest of the compared OMol25 structures with the same formula, charge and spin: 67.5 kcal/mol
- 2S+1: 2
- Kohn-Sham gap (spin up / spin down): 9.01 / 9.68 eV
- Molar mass: 595.779 u
- ⟨S²⟩: 0.75

[8]
Density functional theory data (ωB97M-V/def2-TZVPD) for a molecular structure, C19H28BrEuO2 in a non-equilibrium geometry.

XYZ file:
```
51
Properties=species:S:1:pos:R:3:nbo_charge:R:1
O 0.92 -0.78 0.20 -0.51
C 1.84 0.00 -0.56 -0.06
C 3.08 -0.48 0.15 -0.48
H 1.59 1.06 -0.40 0.17
H 1.80 -0.25 -1.61 0.17
C 2.02 -1.09 1.09 0.27
H 3.64 0.36 0.53 0.19
H 3.60 -1.25 -0.42 0.21
C 2.01 -0.38 2.42 -0.62
H 2.02 0.69 2.26 0.20
H 2.91 -0.64 3.00 0.20
H 1.18 -0.70 3.06 0.23
C 2.12 -2.59 1.10 -0.62
H 2.22 -2.91 0.06 0.21
H 1.21 -3.04 1.51 0.24
H 3.01 -2.88 1.65 0.19
Eu -2.57 2.24 -0.95 0.83
C -2.14 -3.26 -1.90 -0.16
C -2.74 -2.25 -2.70 -0.35
C -1.72 -1.35 -3.11 -0.27
H -3.81 -2.18 -2.91 0.21
C -0.49 -1.77 -2.52 -0.30
C -0.75 -2.95 -1.78 -0.31
H -0.05 -3.53 -1.18 0.20
H -2.66 -4.07 -1.41 0.20
H -1.90 -0.44 -3.68 0.19
H 0.47 -1.29 -2.64 0.18
C -3.18 -2.46 0.87 -0.24
C -1.98 -2.92 1.47 -0.29
C -1.40 -1.82 2.18 -0.35
H -1.57 -3.91 1.36 0.19
C -2.24 -0.68 1.98 -0.27
C -3.34 -1.09 1.18 -0.39
H -4.12 -0.45 0.77 0.21
H -3.84 -3.06 0.25 0.20
H -0.51 -1.88 2.77 0.18
H -2.08 0.31 2.39 0.18
O 0.16 2.75 0.26 -0.54
C 1.57 3.11 0.53 -0.08
C 1.90 4.52 0.13 -0.43
H 2.20 2.51 -0.11 0.17
H 1.87 2.75 1.49 0.20
C 0.69 4.91 -0.72 -0.43
H 2.82 4.63 -0.47 0.21
H 2.02 5.15 0.98 0.21
C -0.30 3.75 -0.69 -0.13
H 1.00 5.13 -1.73 0.22
H 0.16 5.78 -0.34 0.22
H -0.31 3.22 -1.68 0.16
H -1.33 4.07 -0.38 0.14
Br -4.99 1.42 -1.76 -0.76
```

- HOMO level (spin up / spin down): -2.1 / -2.9 eV
- Energy above the lowest of the compared OMol25 structures with the same formula, charge and spin: 206.8 kcal/mol
- 2S+1: 8
- Kohn-Sham gap (spin up / spin down): 4.39 / 4.32 eV
- Molar mass: 520.299 u
- Charge: -1
- ⟨S²⟩: 15.77

molar mass of number 5 (C19H27NO)?
285.431 u

Among the records above, which one has the highest molar mass?
C19H28BCl45NO

What is the formula in the second record?
C19H27N3O4